Molecular formula: C13H26F3IO12P3S3
Method: DFT, wB97M-V/def2-TZVPD

```
61
Properties=species:S:1:pos:R:3:forces:R:3:nbo_charge:R:1
C -3.8155 -0.4773 -0.8478 -0.400 -0.547 -0.182 -0.39
C -2.7885 0.2431 -0.4205 -0.400 -0.285 -0.343 -0.20
C -1.3838 -0.2291 -0.7826 -1.066 -0.471 0.148 -0.79
P 0.0186 -0.2710 0.5399 0.498 2.293 -1.752 0.79
I 0.9992 -2.2545 -0.8268 1.115 -0.968 -1.027 -0.40
C 0.9656 1.0819 -0.4550 0.117 0.454 0.035 -0.79
C 1.9924 0.7861 -1.5637 1.326 2.761 -1.815 -0.48
C 1.4029 0.5898 -2.9624 0.870 -0.178 0.794 0.24
F 0.4727 1.5029 -3.3727 -1.069 -0.864 0.833 -0.33
C 1.6887 -0.4165 -3.7982 -0.601 0.308 0.262 0.67
F 0.7828 -1.2663 -4.2824 0.253 0.695 -1.392 -0.31
F 2.9230 -0.7027 -4.1914 0.032 -1.279 0.923 -0.31
C 1.5620 -0.4602 1.6521 0.987 -0.986 0.631 -0.39
O 1.5323 0.2398 2.8849 0.047 0.032 -0.137 -0.58
C 2.3365 -0.3774 3.8718 0.287 -0.248 0.154 -0.24
P -0.7989 1.5107 1.7274 0.232 0.581 1.207 0.50
S -1.7046 1.1106 3.4109 -0.792 0.182 0.301 -0.66
P -1.0289 -1.8319 1.8500 -0.555 -2.611 2.275 1.98
O -0.4638 -1.9940 3.2154 0.412 0.554 -0.297 -1.14
O -0.8563 -3.3740 1.2067 -1.358 1.184 -0.024 -1.00
O -2.6597 -1.7220 1.9863 0.318 -0.013 -0.751 -1.02
H -3.6362 -1.4749 -1.2670 -0.269 0.392 -0.092 0.19
H -4.8500 -0.1296 -0.7738 0.323 -0.220 0.204 0.19
H -3.1072 1.1476 0.1066 0.876 0.031 -0.204 0.21
H -1.4896 -1.2770 -1.1259 -0.143 0.429 0.320 0.23
H -1.0930 0.2953 -1.7133 0.338 0.027 0.679 0.24
H 1.5107 1.6689 0.2982 -0.039 -0.487 -0.303 0.24
H 0.2517 1.8307 -0.8608 0.174 -0.522 0.076 0.22
H 2.8205 0.1004 -1.3489 -0.769 -0.335 -0.009 0.25
H 2.5370 1.7602 -1.6966 -0.182 -0.341 0.491 0.20
H 2.4802 -0.1340 1.1085 -0.667 -0.056 -0.189 0.18
H 1.7315 -1.5443 1.8117 -0.412 0.452 0.164 0.21
H 1.7478 -1.0557 4.5162 0.062 0.289 -0.349 0.20
H 2.8247 0.3978 4.4886 -0.330 -0.167 -0.221 0.17
H 3.1399 -0.9693 3.3918 -0.221 0.202 0.219 0.16
H -1.5127 2.4088 0.8689 0.312 -0.402 0.008 -0.04
H 0.2749 2.3650 2.0915 -0.170 -0.438 -0.599 0.00
H -1.6603 -3.5408 0.6840 0.351 -0.179 -0.012 0.49
H -2.8804 -1.8994 2.9143 0.244 0.195 -0.120 0.51
C -1.5650 -4.3632 -4.0036 0.298 -0.198 -0.408 -0.10
C -2.9313 -4.1040 -4.6013 0.017 0.576 0.067 -0.10
O -3.8106 -4.9849 -3.8935 0.292 -0.348 0.171 -0.69
S -3.2749 -5.1632 -2.3828 0.413 0.323 -0.405 2.54
O -3.9956 -4.2753 -1.5426 0.035 -0.209 0.196 -0.90
O -3.1705 -6.5514 -2.1089 -0.260 0.024 0.082 -0.90
O -1.8044 -4.5609 -2.6095 -0.616 0.061 0.081 -0.67
H -1.1210 -5.2766 -4.4071 -0.015 0.022 -0.024 0.18
H -0.8804 -3.5306 -4.1556 -0.013 0.023 0.303 0.23
H -2.9647 -4.3062 -5.6693 -0.152 -0.210 0.079 0.20
H -3.2570 -3.0775 -4.4152 0.064 0.007 -0.031 0.20
C 2.9161 5.3606 3.5851 0.364 0.306 0.141 -0.10
C 2.0985 6.3121 2.7361 -0.518 -0.097 0.236 -0.10
O 2.4380 5.9786 1.3872 0.469 -0.224 0.113 -0.69
S 2.7511 4.3988 1.2948 -0.127 0.176 0.428 2.55
O 1.5844 3.7331 0.8412 0.392 0.353 -0.139 -0.89
O 4.0158 4.2285 0.6769 -0.128 0.004 -0.184 -0.89
O 2.9003 4.1234 2.8727 -0.304 0.156 -0.353 -0.67
H 3.9536 5.6943 3.6682 -0.027 0.036 0.015 0.19
H 2.4973 5.2299 4.5805 -0.057 -0.239 -0.095 0.22
H 2.3266 7.3555 2.9414 0.112 -0.011 -0.245 0.21
H 1.0274 6.1411 2.8691 0.026 0.009 0.066 0.20
```
Positions in Å, forces in eV/Å.

Output
Spin multiplicity: 1
Molecular weight, g mol⁻¹: 747.4
Energy, eV: -115094.447
Charge: -1
Kohn-Sham gap, eV: 6.4